{"formula": "C49H76Cl2N9RuSeSi4", "method": "ωB97M-V/def2-TZVPD", "elements": ["Ru", "C", "N", "C", "C", "N", "C", "C", "Se", "H", "H", "H", "H", "H", "H", "H", "H", "C", "C", "C", "C", "C", "C", "C", "C", "C", "C", "C", "C", "N", "H", "H", "H", "H", "H", "H", "H", "H", "H", "H", "H", "H", "H", "H", "H", "H", "H", "C", "C", "N", "C", "C", "N", "C", "C", "H", "H", "H", "H", "H", "H", "H", "H", "H", "H", "H", "H", "C", "Si", "C", "C", "Si", "Si", "C", "C", "C", "Si", "C", "C", "C", "H", "H", "H", "H", "H", "H", "H", "H", "H", "H", "H", "H", "H", "H", "H", "H", "H", "H", "H", "H", "H", "H", "H", "H", "H", "H", "H", "Cl", "C", "C", "C", "C", "C", "Cl", "C", "N", "H", "H", "H", "C", "C", "N", "C", "C", "C", "C", "C", "C", "C", "C", "N", "C", "N", "H", "H", "H", "H", "H", "H", "H", "H", "H"], "xyz": [[0.236, -0.242, 0.172], [-2.193, 5.575, 3.200], [-2.086, 4.639, 4.302], [-2.400, 4.922, 5.619], [-2.162, 3.808, 6.332], [-1.704, 2.847, 5.448], [-1.341, 1.491, 5.805], [-1.644, 3.356, 4.185], [-1.091, 2.510, 2.662], [-3.191, 6.011, 3.179], [-2.013, 5.027, 2.277], [-1.448, 6.365, 3.295], [-2.766, 5.886, 5.924], [-2.287, 3.608, 7.381], [-2.210, 0.951, 6.180], [-0.557, 1.497, 6.562], [-0.977, 0.996, 4.907], [1.760, -3.430, 1.633], [0.794, -3.328, 2.812], [0.993, -2.102, 3.703], [-0.638, -3.414, 2.334], [-1.221, -4.669, 2.473], [-2.570, -4.885, 2.274], [-3.349, -3.760, 2.078], [-2.809, -2.493, 1.901], [-3.814, -1.367, 1.922], [-3.964, -0.663, 0.583], [-3.481, -0.418, 3.074], [-1.395, -2.314, 1.820], [-0.808, -1.169, 1.291], [2.794, -3.276, 1.955], [1.510, -2.693, 0.872], [1.679, -4.421, 1.177], [0.961, -4.205, 3.442], [0.708, -1.196, 3.177], [2.034, -2.011, 4.024], [0.356, -2.186, 4.587], [-0.587, -5.489, 2.796], [-3.005, -5.873, 2.345], [-4.430, -3.853, 2.084], [-4.778, -1.830, 2.151], [-3.015, -0.237, 0.256], [-4.703, 0.133, 0.651], [-4.301, -1.370, -0.180], [-2.540, 0.100, 2.887], [-3.378, -0.988, 4.003], [-4.267, 0.327, 3.212], [0.293, -3.585, -1.588], [0.176, -4.554, -2.796], [-1.191, -4.535, -3.328], [-1.529, -3.157, -3.711], [-1.461, -2.223, -2.469], [-0.999, -2.968, -1.308], [-1.952, -4.042, -1.026], [-2.115, -4.954, -2.273], [1.009, -2.788, -1.784], [0.606, -4.112, -0.679], [0.410, -5.585, -2.511], [0.857, -4.261, -3.599], [-2.528, -3.164, -4.153], [-0.823, -2.842, -4.483], [-2.440, -1.805, -2.224], [-0.772, -1.396, -2.625], [-2.902, -3.592, -0.742], [-1.583, -4.608, -0.168], [-3.129, -4.890, -2.677], [-1.916, -6.002, -2.033], [1.911, 3.960, -2.075], [0.553, 3.714, -0.776], [-0.429, 5.323, -0.964], [1.360, 3.983, 0.923], [-0.808, 1.690, -1.022], [-3.075, 2.593, -0.872], [-3.484, 4.366, -1.420], [-4.052, 2.549, 0.758], [-4.115, 1.568, -2.096], [-0.813, 1.803, -3.447], [-1.690, 3.348, -4.116], [-1.751, 0.410, -4.333], [0.848, 1.875, -4.353], [2.771, 4.458, -1.619], [1.538, 4.591, -2.887], [2.270, 3.036, -2.520], [0.250, 6.161, -0.761], [-1.258, 5.387, -0.263], [-0.827, 5.457, -1.968], [2.338, 4.463, 0.804], [1.513, 3.046, 1.458], [0.731, 4.616, 1.551], [-3.344, 5.088, -0.616], [-4.542, 4.375, -1.702], [-2.911, 4.713, -2.274], [-4.110, 3.548, 1.199], [-3.598, 1.900, 1.496], [-5.073, 2.198, 0.577], [-3.850, 1.800, -3.129], [-5.179, 1.791, -1.965], [-3.973, 0.497, -1.966], [-2.758, 3.357, -3.900], [-1.569, 3.353, -5.204], [-1.264, 4.274, -3.729], [-2.598, 0.034, -3.759], [-1.090, -0.430, -4.548], [-2.135, 0.787, -5.287], [1.083, 2.899, -4.650], [0.797, 1.256, -5.253], [1.681, 1.506, -3.760], [3.561, 2.197, -0.225], [3.686, 1.070, -1.547], [4.877, 1.111, -2.250], [5.075, 0.340, -3.382], [4.018, -0.445, -3.819], [2.838, -0.494, -3.109], [1.559, -1.442, -3.814], [2.589, 0.199, -1.874], [1.481, 0.020, -1.169], [5.656, 1.773, -1.896], [6.018, 0.357, -3.909], [4.098, -1.024, -4.729], [3.322, 0.757, 3.362], [2.178, 0.614, 2.598], [2.155, -0.147, 1.507], [3.267, -0.767, 1.127], [4.466, -0.709, 1.833], [4.461, 0.071, 2.988], [5.757, -1.293, 1.420], [6.211, -1.966, 0.356], [5.566, -2.653, -0.780], [4.338, -3.303, -0.736], [3.901, -3.916, -1.896], [4.615, -3.917, -3.021], [5.802, -3.327, -2.936], [6.322, -2.717, -1.882], [3.311, 1.401, 4.231], [1.255, 1.120, 2.857], [3.198, -1.304, 0.194], [5.371, 0.159, 3.572], [6.550, -1.007, 2.106], [7.291, -2.023, 0.280], [3.778, -3.387, 0.183], [2.951, -4.433, -1.931], [6.420, -3.358, -3.827]], "forces_ev_per_angstrom": [[-0.53, -0.55, 0.44], [0.01, 0.03, 0.01], [-0.03, 0.05, -0.02], [-0.01, 0.03, -0.09], [-0.01, -0.07, -0.01], [0.03, -0.02, 0.03], [0.00, -0.05, 0.01], [-0.07, 0.07, 0.07], [0.03, -0.05, 0.15], [0.00, -0.01, 0.01], [0.00, -0.02, 0.00], [0.01, -0.01, 0.01], [0.00, -0.01, -0.01], [0.02, -0.01, -0.01], [-0.01, 0.01, 0.00], [0.00, 0.02, 0.00], [-0.01, 0.01, -0.01], [0.05, -0.03, 0.19], [0.06, 0.27, -0.27], [-0.01, -0.05, -0.02], [0.04, -0.06, -0.13], [-0.08, -0.01, 0.16], [0.03, 0.05, 0.08], [-0.04, -0.11, 0.04], [-0.05, 0.06, -0.10], [0.18, 0.21, -0.11], [-0.04, -0.02, -0.13], [0.06, -0.04, -0.04], [0.13, -0.42, 0.08], [0.32, 0.77, -0.62], [-0.03, -0.02, 0.07], [0.03, 0.03, -0.07], [0.04, 0.03, 0.04], [-0.01, -0.03, 0.00], [-0.05, -0.05, 0.08], [0.01, 0.02, 0.00], [0.05, -0.03, 0.02], [0.01, 0.00, -0.04], [-0.01, 0.01, 0.05], [0.01, 0.01, -0.06], [-0.01, -0.01, 0.02], [-0.03, 0.03, -0.01], [-0.01, -0.08, -0.05], [0.05, -0.03, -0.02], [-0.04, 0.03, 0.00], [-0.03, 0.02, 0.01], [-0.03, 0.09, -0.03], [0.09, -0.06, 0.11], [-0.05, 0.09, 0.02], [-0.03, 0.02, -0.07], [0.04, 0.01, 0.12], [0.09, 0.02, -0.05], [-0.21, -0.55, 0.13], [0.04, 0.00, -0.08], [0.02, 0.06, 0.04], [0.01, -0.05, 0.09], [-0.06, 0.00, -0.16], [0.02, 0.00, -0.01], [0.01, -0.04, 0.00], [0.01, 0.02, -0.03], [-0.02, 0.01, -0.03], [-0.04, 0.04, -0.01], [-0.07, 0.06, 0.06], [-0.07, 0.03, 0.03], [-0.04, 0.04, -0.02], [0.00, -0.05, 0.00], [0.00, 0.00, 0.00], [-0.03, -0.05, -0.21], [-0.23, -0.06, 0.20], [0.00, 0.09, -0.01], [0.08, -0.12, 0.11], [0.23, 0.91, -0.48], [-0.29, -0.36, -0.02], [0.24, 0.11, -0.14], [0.04, -0.01, 0.15], [0.00, 0.04, 0.01], [-0.03, -0.24, -0.08], [-0.05, 0.11, 0.10], [-0.10, -0.11, 0.07], [0.10, -0.03, 0.09], [-0.11, 0.07, -0.03], [-0.04, 0.00, -0.02], [0.05, 0.07, 0.02], [0.03, -0.05, 0.00], [-0.03, 0.03, 0.09], [-0.04, 0.04, -0.03], [-0.06, 0.06, -0.06], [0.02, 0.07, 0.01], [0.00, -0.01, -0.02], [-0.03, -0.02, 0.06], [0.00, -0.06, 0.06], [-0.04, 0.07, -0.02], [0.05, 0.01, -0.04], [0.00, -0.07, 0.14], [0.02, 0.13, -0.06], [-0.07, -0.02, 0.05], [0.03, 0.02, 0.04], [-0.01, -0.14, 0.06], [0.03, 0.03, -0.07], [0.05, -0.05, 0.01], [0.05, 0.04, -0.03], [0.02, -0.03, -0.06], [0.02, 0.01, -0.03], [0.05, 0.03, 0.01], [-0.01, 0.01, 0.00], [-0.06, 0.03, -0.02], [-0.02, 0.02, -0.11], [0.08, -0.47, 0.31], [0.03, -0.03, 0.04], [-0.04, -0.01, -0.04], [0.04, 0.00, 0.01], [0.03, -0.07, 0.01], [0.16, -0.16, 0.05], [0.09, 0.05, -0.05], [-0.20, -0.27, -0.16], [-0.01, 0.54, 0.59], [-0.03, 0.02, 0.03], [-0.02, 0.02, -0.02], [-0.03, -0.02, 0.01], [0.01, 0.00, 0.07], [0.04, 0.07, -0.03], [0.18, -0.26, -0.11], [0.13, 0.07, -0.13], [-0.01, -0.09, 0.00], [0.07, 0.07, 0.03], [-0.04, 0.17, -0.04], [-0.04, -0.16, 0.03], [0.03, 0.10, 0.03], [0.01, -0.05, 0.11], [0.04, 0.01, -0.10], [0.03, -0.04, 0.07], [-0.02, 0.03, 0.02], [0.02, 0.13, -0.15], [0.00, -0.02, 0.01], [-0.01, -0.01, -0.03], [-0.05, 0.00, -0.07], [-0.01, 0.04, -0.01], [-0.02, 0.11, -0.03], [0.00, -0.16, 0.04], [-0.06, 0.12, -0.11], [-0.07, 0.01, 0.04], [0.00, 0.02, -0.01]], "mulliken_charge": [3.983, -0.544, 0.333, -0.654, -0.576, 0.332, -0.653, 0.129, -1.304, 0.373, -0.184, 0.320, 0.470, 0.476, 0.337, 0.322, -0.065, -1.405, -0.714, -1.629, -0.168, -0.184, -1.651, -0.388, 0.349, -0.008, -1.377, -1.423, 0.623, -0.304, 0.923, -0.303, 0.744, 0.754, -0.227, 0.431, 0.581, 0.415, 0.292, 0.379, 0.687, -0.499, 0.716, 0.483, -0.240, 0.554, 0.477, 1.058, -0.868, -0.312, -1.026, 1.209, 1.436, -0.486, -0.946, -1.457, -0.208, 0.360, 0.387, 0.287, 0.462, 0.232, -1.678, 0.297, 0.041, 0.322, 0.363, -0.875, 0.955, -1.142, -0.723, -1.483, 1.571, -1.520, -0.646, -1.323, 0.362, -1.429, -1.204, -0.810, 0.424, 0.468, -0.040, 0.446, -0.096, 0.383, 0.489, -0.216, 0.353, 0.384, 0.466, 0.354, 0.473, -0.482, 0.535, 0.481, 0.543, 0.074, 0.385, 0.463, 0.356, 0.223, 0.297, 0.583, 0.565, 0.372, -0.194, -0.296, 0.561, -0.520, -1.093, -0.459, 1.137, -0.169, -1.853, -0.083, 0.459, 0.341, 0.488, -1.335, -0.917, 2.318, 0.153, 0.985, -0.993, -0.927, -0.965, 0.381, 0.358, -0.467, -0.657, -0.348, -0.554, 0.501, 0.232, -0.040, 0.393, 0.219, 0.348, 0.500, 0.592, 0.432], "gap_ha": [0.1966, 0.1965], "multiplicity": 1, "lumo_energy_ev": [1.81, 1.81], "total_energy_ev": -189941.928, "max_force_ev_per_a": 1.05, "total_charge": -1}